[1]
Below is a single C6H10N2S2 molecule in a non-equilibrium geometry, with properties calculated with ωB97M-V/def2-TZVPD.

Positions of all 20 atoms, in Å:
H: 1.6250 -0.3059 -1.6498
H: 2.4533 -1.0476 -0.2856
C: 0.4347 -0.4616 0.1650
H: 0.5655 -2.6016 0.4268
H: -0.2666 -0.5002 2.2135
S: -4.2373 1.4783 -0.5766
H: 0.8350 0.8367 1.8659
H: 2.2153 0.6955 -0.3097
C: -0.0873 -1.8828 -0.0641
N: -1.8570 0.3810 -0.2200
H: 0.6317 2.0770 -1.2842
H: -0.1213 -2.1084 -1.1270
C: -0.6062 0.4936 -0.2739
C: 0.6310 -0.2135 1.6701
H: -1.0909 -1.9919 0.3359
H: 1.4669 -0.8058 2.0341
N: -0.1721 1.9797 -0.6862
C: -2.6135 1.4276 -0.5862
C: 1.7618 -0.2579 -0.5698
S: -1.5681 2.8079 -1.0782

Calculated values
Energy relative to the best compared isomer or geometry (same formula, charge and spin), eV: 0.649
Total energy, eV: -31034.2361
SMILES: CC(C)(C)c1nc(=S)s[nH]1
2S+1: 1


[2]
Below is a single C5H9N molecule in a non-equilibrium geometry, with properties calculated with ωB97M-V/def2-TZVPD.

Positions of all 15 atoms, in Å:
C: -0.5004 0.5135 -0.3856
C: 1.6495 -1.9875 1.1971
N: 0.1541 1.5778 0.2262
C: 1.2031 -0.8910 0.5157
H: 2.6931 -1.9428 1.7485
H: 0.7780 1.4002 0.9874
H: 0.9996 -2.8116 1.0884
H: -0.5970 -1.7116 -0.3704
C: -0.0669 -0.7761 -0.1552
H: -0.3277 2.4649 0.3154
H: 1.8845 -0.0972 0.1647
C: -1.7258 0.9175 -1.1849
H: -1.4649 1.8199 -1.7825
H: -2.2132 0.2112 -1.8809
H: -2.4661 1.3129 -0.4838

Calculated values
Energy relative to the best compared isomer or geometry (same formula, charge and spin), eV: 1.636
Total energy, eV: -6819.3585
SMILES: C=C/C=C(/C)N
2S+1: 1


[3]
Below is 2 unconnected molecules or ions with the total composition C7H13NOS2 in a non-equilibrium geometry, with properties calculated with ωB97M-V/def2-TZVPD.

Positions of all 24 atoms, in Å:
C: 0.4514 0.6575 -1.3195
H: 3.7522 -0.4523 1.2790
H: 4.3773 0.9734 0.2089
H: 0.1361 -0.4570 1.1121
C: 2.7605 -0.0409 -0.8560
S: -1.5104 1.6659 1.6974
H: 2.9764 0.6324 -1.6789
C: 3.4729 0.4022 0.4889
C: 0.7208 -0.9963 0.3311
H: 1.4871 -1.7093 0.7990
O: 0.3916 1.3264 -2.2763
C: -1.9143 1.1467 0.2464
S: -3.2335 0.7551 -0.5697
H: -4.0754 1.5909 1.3895
H: 3.2152 -1.0635 -1.1403
H: -5.0385 0.1832 0.9927
H: -0.8012 -1.3646 -1.1324
H: -1.0675 -2.2091 0.4089
H: 2.7412 0.8919 1.0356
C: -0.3210 -1.9498 -0.4405
H: 0.2146 -2.7177 -0.8770
C: -4.6187 1.0489 0.5853
N: 1.3040 -0.0754 -0.6101
H: -5.4207 1.7617 0.3259

Calculated values
Energy relative to the best compared isomer or geometry (same formula, charge and spin), eV: 3.991
Total energy, eV: -32673.3152
2S+1: 1


[4]
Below is a single C4H5N3 molecule in a non-equilibrium geometry, with properties calculated with ωB97M-V/def2-TZVPD.

Positions of all 12 atoms, in Å:
H: 1.5565 -0.5267 0.8845
C: -1.9106 -0.2715 0.1483
H: 0.4792 -1.7700 0.1915
C: -0.8341 0.6188 0.0901
N: -0.2797 2.6391 1.5673
C: 1.1471 -0.9388 -0.0382
C: -0.5687 1.7102 0.9216
H: 0.9193 0.9376 -0.8944
H: -0.0097 -0.2110 -1.5939
N: -2.7709 -1.0603 0.1262
N: 0.3262 0.1293 -0.6887
H: 1.9455 -1.2565 -0.7142

Calculated values
Energy relative to the best compared isomer or geometry (same formula, charge and spin), eV: 2.917
Total energy, eV: -8696.8954
2S+1: 1


[5]
Below is 4 unconnected molecules or ions with the total composition C27H43BBrCl2N4O12 in a non-equilibrium geometry, with properties calculated with ωB97M-V/def2-TZVPD.

Positions of all 90 atoms, in Å:
H: 5.2681 -3.4593 2.3936
H: -6.3232 -5.1249 -4.8262
C: 2.3560 0.1069 0.9765
H: 1.1938 1.9346 -0.9538
H: -0.1709 -0.7416 -0.1905
B: 4.4459 -0.2564 2.3012
Cl: 3.0279 -1.1840 -1.2529
C: 2.2328 2.4085 1.8845
Br: 2.9118 -2.4447 3.9741
C: -3.5918 -1.1924 -1.0785
H: -5.9547 3.0423 1.8715
H: 5.8568 0.5290 -2.1531
C: -5.9973 -4.3661 -5.5435
O: -1.2326 0.8777 4.1309
C: 2.7330 -2.1093 2.0279
O: 4.3763 0.5067 3.5169
C: -6.4358 -2.9858 -5.1578
C: 6.7937 0.5214 -2.7138
N: 2.1321 0.0028 -0.3485
H: 1.4060 0.6637 -2.2482
H: 6.8558 -1.1513 -4.0881
O: 7.8689 0.9740 -1.9052
H: 6.9034 -1.6175 -2.3722
H: 1.2845 4.4967 1.7884
C: 2.6752 4.2819 0.0542
H: 0.4246 -0.4760 2.5290
H: 5.0896 -4.7569 1.0278
C: -0.3054 0.1428 -0.9229
C: 3.2516 -3.4561 1.2749
H: -6.5193 -2.3164 -6.0186
H: -6.6711 3.1612 3.4955
N: 1.5592 1.1033 1.6797
C: 8.9692 0.2522 -2.2613
H: -4.9677 0.5250 1.7197
O: 10.0806 0.4915 -1.8955
H: 2.7707 -4.3209 1.8743
C: -2.3957 0.4492 0.6255
C: -4.7879 -0.1185 0.8009
H: 6.6966 1.1858 -3.5773
C: -1.4538 1.1660 -0.4702
H: -8.8340 3.7322 2.6347
C: 1.5727 3.6540 1.0754
H: 1.5988 -2.0840 1.8036
H: -2.1380 1.4130 -1.3628
H: 1.4669 0.3465 3.7750
H: 6.3899 -1.4253 2.2446
C: 4.8323 -3.6837 1.3552
H: -2.8335 1.2979 1.2709
O: -7.1833 1.4793 2.3902
C: 7.2192 -0.8635 -3.1003
C: 0.8150 0.5672 2.8463
C: -8.1118 1.3388 1.4034
H: 2.8225 -3.5575 0.2149
C: -0.5236 1.3787 3.2200
O: -3.1603 -3.0064 -4.2764
O: -4.5794 -4.2744 -5.5030
O: -0.9625 2.5543 2.5742
H: 4.5381 -0.0452 4.3132
H: 5.3038 -3.0024 0.5485
H: -6.3403 -4.6496 -6.5394
H: -7.8254 4.4506 1.3587
H: 6.5956 0.3848 2.0739
C: -5.0535 -1.6737 -1.1214
H: -6.9204 -1.1539 0.3160
H: -5.4061 -2.3856 -1.9318
O: 8.6360 -0.7784 -3.0878
O: -8.5657 2.5483 0.9777
H: -1.0676 2.1265 0.0071
H: 3.2749 3.4816 -0.4959
C: -4.2678 -3.2491 -4.6659
H: 3.4141 4.9053 0.6879
Cl: 2.4374 2.9692 3.6124
N: 3.3121 -0.8411 1.5173
N: -3.5419 -0.2995 0.0524
H: 5.9819 -0.6058 0.5723
H: 2.2073 5.0071 -0.6903
C: -6.8572 2.8600 2.4634
O: -5.3747 -2.5340 -4.3259
H: 3.3012 2.3129 1.4478
H: -0.6146 -0.3513 -1.9207
H: -2.6865 -1.4284 -1.7186
C: -8.0681 3.5246 1.8819
H: -1.4365 3.0686 3.2804
O: -8.4802 0.2875 0.9670
H: -1.8099 -0.2131 1.3707
H: -7.3822 -2.9849 -4.6152
C: 5.9656 -0.4949 1.7059
C: 1.1574 0.8131 -1.1304
H: 0.6464 3.3530 0.4854
C: -5.8211 -1.0141 0.0686

Calculated values
Total energy, eV: -154978.1776
2S+1: 1
Net charge: +1


[6]
Below is a molecular structure, C2H3F3NO2S in a non-equilibrium geometry, with properties calculated with ωB97M-V/def2-TZVPD.

Positions of all 12 atoms, in Å:
F: -1.0659 2.4519 0.0582
C: 0.9044 0.1348 -1.0570
C: -1.3128 2.4970 1.3687
F: -2.3237 1.6362 1.6570
N: 1.0305 -0.1032 0.2927
H: -0.1224 0.2143 -1.3639
H: 1.4254 1.1060 -1.2628
O: 0.8164 -2.5793 -0.2946
O: 0.1988 -1.8939 1.9243
H: 1.3191 -0.6490 -1.8020
F: -1.2265 -1.2661 -0.0655
S: 0.3569 -1.5488 0.5447

Calculated values
Energy relative to the best compared isomer or geometry (same formula, charge and spin), eV: 2.424
Total energy, eV: -26693.8245
2S+1: 1
Net charge: -1


[7]
Below is 2 unconnected molecules or ions with the total composition C5H13NOP in a non-equilibrium geometry, with properties calculated with ωB97M-V/def2-TZVPD.

Positions of all 21 atoms, in Å:
H: 2.1330 -1.5818 2.5094
C: 1.4058 -0.2971 0.9415
C: 1.3472 -0.8095 -1.4720
C: -2.6886 0.0491 -0.0081
H: -0.9217 1.1432 -0.5821
H: 1.7970 -2.6317 0.7377
H: -3.3790 0.7489 -1.5770
C: 0.8490 -0.0969 -0.2388
H: 1.1573 -1.8440 -1.2548
H: 2.3772 -0.7577 -1.6252
O: 1.0344 0.6478 1.9131
P: 2.5406 -1.6526 1.2716
H: -3.0289 2.0912 -0.2289
H: 0.8044 -0.4963 -2.3638
H: 0.3353 1.6622 0.6012
H: 0.6530 1.8673 -0.9556
H: -2.7931 -0.9287 -0.4613
H: -2.4407 0.0686 1.0397
N: 0.1713 1.2266 -0.3284
C: -2.9664 1.1624 -0.6613
H: 1.6130 0.4292 2.7432

Calculated values
Energy relative to the best compared isomer or geometry (same formula, charge and spin), eV: 2.653
Total energy, eV: -18212.4037
2S+1: 1
Net charge: +1


[8]
Below is 2 unconnected molecules or ions with the total composition C5H12O, with properties calculated with ωB97M-V/def2-TZVPD.

Positions of all 18 atoms, in Å:
H: 0.4276 0.9360 -1.1617
C: -0.4606 -0.2353 0.4202
C: -0.6854 1.7668 -0.6810
H: -0.2886 2.4228 0.0939
H: -0.1153 0.5670 2.3690
H: 1.1416 -0.5476 1.7974
H: -1.4080 2.2583 -1.3284
H: -0.1314 -2.3287 0.2780
H: -1.7452 -1.8010 -0.2544
H: -1.3518 -1.8924 1.4832
C: 0.4686 0.2570 1.4893
O: -1.2446 0.5992 -0.2012
C: -0.9605 -1.6416 0.4883
H: 1.7578 -0.7059 -0.6242
H: 0.5700 -0.9116 -1.9414
H: 1.8226 0.3313 -2.0370
C: 1.1317 -0.1802 -1.3513
H: 1.0715 1.1060 1.1613

Calculated values
Energy relative to the best compared isomer or geometry (same formula, charge and spin), eV: 4.432
Total energy, eV: -7422.8796
2S+1: 1


[9]
Below is a molecular structure, C35H48AsBrF6Ge2IrN2OP, with properties calculated with ωB97M-V/def2-TZVPD.

Positions of all 98 atoms, in Å:
H: -3.2686 -0.6404 -6.2923
C: 1.0611 -2.6570 -5.4861
H: 5.0439 0.4520 -0.5475
H: 2.8365 4.3068 0.1837
H: -3.3125 -0.7228 -4.5188
H: 0.4395 -1.5699 -8.3571
C: 4.2056 -2.9335 2.8463
H: -2.1487 -2.9550 -4.5715
C: 0.4659 2.1600 4.7990
H: -1.0258 -3.3473 1.1420
C: 0.6729 0.0604 5.9449
H: 2.9598 -0.2719 4.5187
C: -3.2051 2.7427 3.3473
P: -0.7389 -1.6301 -1.5026
H: -4.2350 -1.8662 -5.4883
C: -1.4073 -3.4316 2.1560
F: -1.0661 -0.7111 -0.1234
H: 1.9001 3.2093 1.1863
H: 5.1044 -3.5330 2.7812
H: 1.1046 -2.7254 1.5176
C: -3.3862 -0.8748 2.0489
H: 1.9560 5.0883 -1.8664
H: -1.1145 0.5703 -6.7511
C: 0.8255 2.1188 7.1747
H: -1.3164 1.4736 -1.6936
C: -2.1811 1.9451 2.8826
H: -3.0579 5.1906 1.0101
H: 1.5385 -4.6165 -6.2169
H: -3.7498 2.4682 4.2408
C: -0.6704 3.1931 -2.8152
H: -1.2655 3.8053 0.1994
C: -3.2984 -1.3131 -5.4341
C: 4.2147 0.0416 0.0243
H: -2.2088 -0.8425 5.3394
H: -3.9586 -0.2645 2.7448
C: 2.3209 3.3495 0.1885
H: 3.7653 -0.7998 -0.5028
C: -1.4419 2.2516 1.7189
H: -0.1080 -4.4893 -5.6147
H: -1.4492 3.0973 -3.5587
F: 0.3133 -2.4839 -0.6591
C: 1.9484 -2.4815 2.1535
C: -1.7935 3.4630 1.0768
Ge: -1.8732 -1.7159 2.9346
H: 3.1405 -4.0859 1.3802
C: 3.1029 -3.2447 2.0608
C: 0.6664 -3.9645 -6.1727
H: 4.5752 -0.3369 0.9836
H: 0.9577 2.6427 8.1122
C: 0.4742 0.7649 4.7540
O: 2.1179 0.6614 0.9083
F: -1.9365 -2.5722 -1.0717
F: -1.7587 -0.6886 -2.3397
C: -0.6030 2.2824 -1.7773
Br: -4.9154 5.0033 3.2902
H: -0.3584 -0.1515 -9.0255
C: 0.2448 4.2307 -2.8516
C: 1.2367 3.3443 -0.8624
Ge: 0.3314 -0.2210 3.0824
H: -2.3408 -3.9996 2.1183
H: 0.3107 2.7344 3.8929
H: -2.1179 -2.9126 -6.3386
C: -2.8138 4.2752 1.5318
C: 0.6484 2.8336 5.9985
H: 0.6456 3.9158 6.0175
H: 0.7132 -1.0232 5.9376
C: -0.3052 -0.1490 -6.8753
H: 1.3765 -2.8297 -4.4588
H: 0.9813 0.1707 8.0624
F: 0.4553 -0.6004 -1.9164
H: -1.9624 1.0581 3.4572
H: -4.0208 -1.6837 1.6811
C: 1.8736 -1.4034 3.0376
F: -0.4651 -2.5269 -2.8205
H: -1.3255 -1.4380 -8.3156
C: 2.9908 -1.1016 3.8242
H: -0.6944 -3.9651 2.7813
C: 3.1429 1.0398 0.3001
C: 1.2182 4.2972 -1.8652
H: 1.8625 -2.1358 -6.0113
Ir: 0.0490 1.1267 1.0000
C: -0.3935 -0.8813 -8.2165
H: -2.9801 -2.4153 5.0566
H: -3.0850 -0.2691 1.2001
H: -1.2339 -2.3283 5.3361
C: -2.1335 -2.2946 -5.4365
C: 4.1501 -1.8582 3.7249
C: -2.0799 -1.8200 4.8782
H: 0.6386 0.3848 -6.7662
C: 0.8370 0.7304 7.1476
H: 5.0056 -1.6184 4.3433
H: 0.2047 4.9794 -3.6316
N: 3.3135 2.3078 -0.0584
C: -3.5269 3.9114 2.6669
N: 0.3171 2.3643 -0.8093
H: 4.1731 2.5603 -0.5191
H: 0.3167 -3.8082 -7.1928
As: -0.4165 -1.4020 -5.3929

Calculated values
Energy relative to the best compared isomer or geometry (same formula, charge and spin), eV: 0.000
Total energy, eV: -314437.7779
Expectation value of S²: 6.0397
2S+1: 5
Net charge: +2


[10]
Below is a gas-phase ion, C5H12N4S (charge +2) in a non-equilibrium geometry, with properties calculated with ωB97M-V/def2-TZVPD.

Positions of all 22 atoms, in Å:
H: 0.2978 -2.2452 -0.2103
N: -1.7452 1.6342 0.7502
N: 1.0117 -1.7574 0.2576
H: 2.9002 -1.7853 -2.6925
N: -1.1618 -0.6886 0.8699
H: 0.8047 2.5185 -0.9107
N: -0.0119 2.0815 -0.4815
H: 1.4761 -2.3514 0.9309
H: -0.3358 0.7198 -1.9577
S: 1.7563 -2.0925 -2.2679
H: 0.8800 0.0261 1.5050
C: -1.5047 0.4511 -0.0339
C: -0.3691 0.8422 -0.8690
H: -2.6111 1.8032 1.3066
H: 0.1708 -1.4029 2.2229
C: 1.7306 -1.1789 -0.8953
H: -0.8902 3.4624 0.8380
H: -2.4304 0.1466 -0.4232
C: -0.8898 2.5664 0.3534
H: -1.8149 -1.4388 1.1318
C: 0.1881 -0.8802 1.3204
H: 2.5484 -0.4309 -0.7445

Calculated values
Energy relative to the best compared isomer or geometry (same formula, charge and spin), eV: 2.715
Total energy, eV: -22154.6172
2S+1: 1
Net charge: +2


[11]
Below is 13 unconnected molecules or ions with the total composition C25H34Cl36N2O2 in a non-equilibrium geometry, with properties calculated with ωB97M-V/def2-TZVPD.

Positions of all 99 atoms, in Å:
Cl: 0.0983 0.0447 1.5446
H: -3.6797 -4.1201 3.2190
Cl: 7.6876 7.3555 3.2498
N: 1.2210 -2.2366 -2.0884
H: -3.4396 -4.0732 -3.6279
H: -3.1098 -2.7754 -1.8296
H: -3.3831 -3.8806 1.4871
Cl: -1.0244 5.2587 -2.2840
Cl: 0.7468 -2.6788 -4.7643
N: -0.3771 1.6177 -2.5413
Cl: -0.5440 -3.9988 -7.0167
H: 3.3925 -0.0832 -8.4938
Cl: -4.2138 -1.6286 5.7262
H: -0.8934 -3.2089 2.1033
C: -1.1597 5.3279 -0.5248
C: 4.0122 -0.9906 -4.2557
H: -3.8270 -0.8162 -1.9554
C: 0.2151 -1.8783 -2.4254
Cl: 5.8250 3.1265 3.0691
C: -3.8353 -1.4533 0.4317
C: -0.9509 0.7714 -2.0861
H: -2.1542 -5.8534 -2.5862
Cl: 1.6686 1.4798 -8.7729
C: -2.2637 -5.4047 -1.5791
Cl: 1.4522 -1.4017 -8.4904
Cl: -4.8266 2.6401 5.3736
H: -4.6231 -1.8632 -0.2432
Cl: 3.4859 2.1854 -1.8131
C: -3.0507 -3.5523 2.4988
Cl: 0.4982 2.0440 3.5957
Cl: 1.0560 -4.6803 4.8838
H: -1.4877 -1.2658 -3.5295
C: -3.1656 -0.1350 -1.3887
Cl: 2.7080 3.3553 0.7481
C: 4.4102 3.8176 3.8671
C: -1.5491 -3.9567 2.5945
Cl: 6.3947 9.9492 3.4461
Cl: 4.7364 -2.1821 -5.3440
Cl: 0.3365 4.7737 0.2330
H: -1.9621 4.6654 -0.2186
H: -3.3326 -5.2432 -1.3503
H: -5.0507 -2.2910 2.0155
C: 2.6543 3.5214 -1.0219
Cl: 9.7517 6.6658 0.2379
H: -1.3884 -4.8910 2.0358
C: -5.0667 -0.9397 7.1099
Cl: 3.8694 2.7693 5.1862
C: -4.2022 -1.5702 1.9390
Cl: 3.1135 0.2257 -5.1729
H: -1.4177 -3.7645 -0.4621
O: -3.4985 -0.1269 0.0121
H: -1.3671 0.6526 3.2603
C: -2.1380 -2.9462 -2.3243
C: -0.6976 1.2013 2.6060
H: -6.5546 3.0819 3.8508
H: 3.6093 3.8846 3.1405
C: 2.4661 -0.0681 -9.0575
C: 1.0043 -6.3549 4.3267
H: -1.1437 -0.6261 -0.5459
Cl: -1.6582 2.3681 1.6815
H: 1.6498 -3.1714 -6.8717
Cl: -5.1882 1.5604 2.7025
H: -1.2392 -4.1149 3.6362
H: -3.3620 0.8948 -1.7351
H: -4.5658 -0.6362 2.4094
H: -1.7016 -4.1198 -4.1827
H: -2.9389 -2.0979 0.2572
C: 0.9916 -3.6986 -6.1897
H: 3.3120 -1.5053 -3.6045
Cl: 5.9239 7.9353 5.4895
Cl: 1.1128 -7.4636 5.6968
Cl: -6.2159 -2.1041 7.7783
Cl: -1.5617 6.9658 0.0061
C: 7.0992 8.6057 4.3514
Cl: -0.4609 -6.6746 3.3829
C: -1.4232 -4.0789 -1.5288
C: -1.6322 -0.4735 -1.5177
Cl: 6.8980 6.6801 -0.3015
Cl: -3.9228 -0.4123 8.3483
H: -1.8563 -6.1573 -0.8755
Cl: 2.8526 -0.2660 -10.7685
C: -2.5043 -3.4920 -3.7604
Cl: 5.2529 -0.2313 -3.2510
H: 7.9424 8.9830 4.9182
Cl: 1.7620 -5.2214 -5.7388
Cl: -7.1528 1.0076 4.7702
Cl: 3.3498 5.0720 -1.4979
Cl: 4.7676 5.4468 4.4468
C: -1.2860 -1.6447 -2.5081
C: -6.0038 2.1928 4.1356
H: 1.8614 -6.5233 3.6851
C: 8.3502 7.6705 -0.1476
H: -0.4231 -4.3416 -1.9092
H: 1.6192 3.4969 -1.3365
H: -2.7724 -2.6757 -4.4599
H: -5.6214 -0.0728 6.7688
Cl: 8.6355 8.5963 -1.6252
O: -3.1248 -2.1440 2.6795
H: 8.1993 8.3692 0.6680

Calculated values
Total energy, eV: -484355.4027
2S+1: 1